The following is a quantum chemistry calculation of one molecule with the formula C27H30N2O7 in a non-equilibrium geometry, from the Open Molecules 2025 dataset.

Last column: natural (NBO) charge in e.
Geometry (Å):
C: 1.882 4.862 2.740  -0.251
O: 2.197 4.399 1.451  -0.481
C: 1.921 3.103 1.144  0.252
C: 1.355 2.179 2.005  -0.307
C: 1.113 0.877 1.589  -0.172
C: 1.454 0.481 0.311  -0.069
C: 1.179 -0.927 -0.162  -0.068
C: -0.298 -1.130 -0.429  -0.137
C: -0.946 -0.352 -1.485  0.497
O: -0.311 0.108 -2.421  -0.537
C: -2.389 -0.144 -1.366  0.175
C: -3.271 0.277 -2.324  -0.222
C: -4.543 0.344 -1.698  -0.031
C: -5.820 0.694 -2.139  -0.246
C: -6.843 0.653 -1.221  -0.198
C: -6.619 0.279 0.102  -0.258
C: -5.361 -0.075 0.574  0.279
O: -5.269 -0.418 1.883  -0.485
C: -4.006 -0.786 2.394  -0.255
C: -4.317 -0.041 -0.356  0.199
O: -3.006 -0.333 -0.171  -0.410
C: -0.736 -2.132 0.359  0.286
O: -1.915 -2.741 0.485  -0.637
C: 0.396 -2.638 1.184  0.611
O: 0.292 -3.537 2.001  -0.637
N: 1.484 -1.930 0.834  -0.406
C: 2.762 -2.055 1.489  -0.209
C: 3.866 -2.626 0.595  -0.424
C: 4.378 -1.639 -0.459  -0.226
N: 5.790 -1.845 -0.736  -0.431
C: 6.029 -3.083 -1.449  -0.417
C: 6.356 -0.721 -1.452  -0.409
C: 2.020 1.400 -0.567  -0.304
C: 2.248 2.707 -0.175  0.339
O: 2.781 3.674 -0.965  -0.493
C: 3.053 3.359 -2.309  -0.254
H: 0.809 4.791 2.944  0.175
H: 2.182 5.909 2.756  0.202
H: 2.435 4.316 3.512  0.174
H: 1.088 2.462 3.011  0.221
H: 0.657 0.176 2.272  0.207
H: 1.739 -1.110 -1.085  0.229
H: -3.030 0.497 -3.344  0.242
H: -5.985 0.984 -3.164  0.217
H: -7.847 0.916 -1.521  0.216
H: -7.436 0.255 0.805  0.227
H: -3.590 -1.636 1.849  0.193
H: -3.300 0.048 2.350  0.180
H: -4.180 -1.062 3.433  0.194
H: -1.779 -3.462 1.130  0.509
H: 2.596 -2.731 2.332  0.237
H: 3.065 -1.074 1.871  0.206
H: 4.709 -2.880 1.240  0.226
H: 3.504 -3.542 0.128  0.208
H: 4.270 -0.622 -0.071  0.201
H: 3.781 -1.714 -1.386  0.159
H: 5.669 -3.921 -0.856  0.201
H: 7.100 -3.204 -1.599  0.202
H: 5.532 -3.106 -2.432  0.161
H: 7.422 -0.890 -1.593  0.201
H: 5.893 -0.568 -2.441  0.159
H: 6.224 0.185 -0.862  0.200
H: 2.254 1.081 -1.569  0.232
H: 3.839 2.601 -2.393  0.173
H: 2.155 3.011 -2.830  0.184
H: 3.399 4.286 -2.763  0.201

Values from the calculation:
- LUMO (eV) = -0.47
- frontier orbital gap (eV) = 7.7
- SMILES string = COc1ccc([C@@H]2C(C(=O)c3cc4cccc(OC)c4o3)=C(O)C(=O)N2CCCN(C)C)cc1OC
- energy relative to the best compared isomer or geometry (same formula, charge and spin) (kJ/mol) = 247.85

The following is a quantum chemistry calculation of a 20-piece molecular cluster, H40O20 overall in a non-equilibrium geometry, from the Open Molecules 2025 dataset.

Last column: natural (NBO) charge in e.
Geometry (Å):
O: -3.911 3.112 -0.479  -0.956
H: -3.594 2.205 0.011  0.482
H: -3.683 3.867 0.218  0.474
O: 1.708 -3.193 -0.663  -0.920
H: 2.447 -3.524 -1.144  0.450
H: 1.478 -2.580 -1.255  0.470
O: 4.046 -4.017 0.924  -0.929
H: 4.060 -4.615 0.173  0.462
H: 3.501 -3.362 0.704  0.467
O: 2.840 2.196 -0.553  -1.004
H: 2.224 1.731 0.084  0.506
H: 2.286 3.080 -0.922  0.490
O: 1.936 -0.163 3.406  -0.918
H: 2.780 -0.226 3.638  0.484
H: 1.781 -0.479 2.637  0.467
O: 1.455 2.199 2.902  -0.925
H: 2.162 1.897 3.540  0.473
H: 1.517 3.029 3.046  0.447
O: -0.752 -2.135 -0.612  -0.973
H: -0.860 -2.623 -1.476  0.484
H: -1.585 -2.255 -0.044  0.488
O: -3.509 -1.665 -1.505  -0.969
H: -3.599 -1.002 -2.196  0.478
H: -3.584 -2.576 -2.043  0.491
O: -0.026 -3.926 -3.403  -0.937
H: -0.135 -4.058 -4.332  0.484
H: 0.211 -4.642 -3.025  0.456
O: -1.225 2.480 2.358  -0.980
H: -1.005 1.600 2.735  0.503
H: -2.091 2.173 1.909  0.478
O: -0.023 5.195 3.199  -0.934
H: -0.062 4.757 2.377  0.457
H: -0.373 4.473 3.774  0.479
O: 0.280 1.755 0.278  -0.955
H: 0.313 2.463 0.902  0.477
H: -0.454 1.259 0.777  0.479
O: -0.586 -0.511 3.043  -0.963
H: -0.400 -1.199 3.714  0.463
H: 0.373 -0.266 3.082  0.474
O: -3.937 -0.110 0.902  -0.968
H: -4.403 -0.222 0.049  0.484
H: -3.847 -1.073 1.183  0.485
O: 2.712 -0.853 -2.420  -0.987
H: 2.380 -0.685 -1.596  0.452
H: 3.553 -0.369 -2.470  0.494
O: -0.154 5.685 -0.892  -0.994
H: -0.014 5.581 0.037  0.489
H: -1.000 5.617 -1.377  0.505
O: -3.292 -0.875 -4.469  -0.943
H: -2.465 -0.823 -5.021  0.485
H: -3.122 -0.060 -3.904  0.457
O: -2.407 -3.701 3.675  -0.916
H: -1.788 -3.031 3.516  0.455
H: -2.495 -3.504 4.693  0.461
O: -0.080 -1.409 -4.712  -0.947
H: -0.209 -1.461 -3.717  0.488
H: -0.235 -0.452 -4.882  0.462
O: 4.799 0.362 -1.825  -0.956
H: 5.211 -0.315 -1.330  0.474
H: 4.850 1.239 -1.219  0.521

Values from the calculation:
- LUMO (eV) = -0.25
- frontier orbital gap (eV) = 10.2
- energy relative to the best compared isomer or geometry (same formula, charge and spin) (kJ/mol) = 906.00